1.
ORCA calculation (ωB97M-V/def2-TZVPD) on an isolated molecule of C3H6O2.

Last column: natural (NBO) charge in e.
Geometry (Å):
C (-1.46, 0.46, 0.64)  -0.63
C (-0.27, -0.28, 0.08)  -0.08
O (0.79, 0.70, -0.26)  -0.50
C (1.87, 0.06, -0.76)  0.55
O (1.89, -1.15, -0.87)  -0.62
H (-1.87, 1.16, -0.09)  0.22
H (-2.25, -0.26, 0.90)  0.22
H (-1.20, 1.01, 1.55)  0.22
H (-0.52, -0.84, -0.82)  0.20
H (0.14, -0.99, 0.80)  0.20
H (2.89, 0.13, -1.17)  0.23

Output
Calculated total energy = -268.33355 a.u.
Total charge = 0
Kohn-Sham gap = 11.07 eV
Energy relative to the best compared isomer or geometry (same formula, charge and spin) = 44.97 kcal per mole
Highest occupied orbital energy = -10.0 eV



2.
ORCA calculation (ωB97M-V/def2-TZVPD) on a cluster of 4 separate species, C9H21ClN3O3 in total.

Last column: natural (NBO) charge in e.
Geometry (Å):
Cl (2.03, 1.15, 0.54)  -1.00
C (2.81, -5.53, 4.48)  -0.72
C (2.46, -4.40, 3.47)  0.66
O (3.16, -4.30, 2.49)  -0.64
N (1.58, -3.53, 3.68)  -0.59
C (0.38, -3.68, 4.59)  -0.42
H (3.43, -6.18, 3.86)  0.24
H (1.89, -6.07, 4.71)  0.20
H (3.23, -5.30, 5.46)  0.22
H (1.65, -2.75, 3.05)  0.43
H (-0.10, -2.71, 4.60)  0.22
H (0.63, -3.93, 5.62)  0.19
H (-0.33, -4.44, 4.25)  0.19
C (4.08, 1.34, -8.43)  -0.71
C (3.66, 1.35, -6.91)  0.67
O (4.40, 0.88, -6.05)  -0.61
N (2.59, 2.11, -6.62)  -0.61
C (2.32, 2.54, -5.22)  -0.41
H (3.67, 2.17, -9.00)  0.20
H (3.96, 0.41, -8.99)  0.23
H (5.15, 1.57, -8.43)  0.23
H (2.22, 2.78, -7.29)  0.38
H (3.11, 3.20, -4.85)  0.20
H (2.27, 1.61, -4.66)  0.24
H (1.35, 3.04, -5.24)  0.19
C (-6.53, 2.55, 3.75)  -0.71
C (-5.33, 1.98, 3.17)  0.64
O (-4.79, 1.04, 3.69)  -0.63
N (-4.92, 2.56, 2.08)  -0.59
C (-3.72, 2.31, 1.32)  -0.42
H (-7.43, 2.73, 3.15)  0.22
H (-6.10, 3.49, 4.10)  0.23
H (-6.99, 2.10, 4.62)  0.24
H (-5.54, 3.25, 1.67)  0.38
H (-3.13, 1.50, 1.75)  0.25
H (-3.04, 3.16, 1.26)  0.21
H (-4.09, 2.02, 0.34)  0.19

Output
Calculated total energy = -1205.75650 a.u.
Total charge = -1
Kohn-Sham gap = 5.86 eV
Energy relative to the best compared isomer or geometry (same formula, charge and spin) = 88.39 kcal per mole
Highest occupied orbital energy = -3.4 eV



calculated total energy of number 2 (C9H21ClN3O3)? -1205.75650 a.u.



energy relative to the best compared isomer or geometry (same formula, charge and spin) of number 2 (C9H21ClN3O3)? 88.39 kcal per mole



Please write out number 2 again, unchanged.
ORCA calculation (ωB97M-V/def2-TZVPD) on a cluster of 4 separate species, C9H21ClN3O3 in total.

Last column: natural (NBO) charge in e.
Geometry (Å):
Cl (2.03, 1.15, 0.54)  -1.00
C (2.81, -5.53, 4.48)  -0.72
C (2.46, -4.40, 3.47)  0.66
O (3.16, -4.30, 2.49)  -0.64
N (1.58, -3.53, 3.68)  -0.59
C (0.38, -3.68, 4.59)  -0.42
H (3.43, -6.18, 3.86)  0.24
H (1.89, -6.07, 4.71)  0.20
H (3.23, -5.30, 5.46)  0.22
H (1.65, -2.75, 3.05)  0.43
H (-0.10, -2.71, 4.60)  0.22
H (0.63, -3.93, 5.62)  0.19
H (-0.33, -4.44, 4.25)  0.19
C (4.08, 1.34, -8.43)  -0.71
C (3.66, 1.35, -6.91)  0.67
O (4.40, 0.88, -6.05)  -0.61
N (2.59, 2.11, -6.62)  -0.61
C (2.32, 2.54, -5.22)  -0.41
H (3.67, 2.17, -9.00)  0.20
H (3.96, 0.41, -8.99)  0.23
H (5.15, 1.57, -8.43)  0.23
H (2.22, 2.78, -7.29)  0.38
H (3.11, 3.20, -4.85)  0.20
H (2.27, 1.61, -4.66)  0.24
H (1.35, 3.04, -5.24)  0.19
C (-6.53, 2.55, 3.75)  -0.71
C (-5.33, 1.98, 3.17)  0.64
O (-4.79, 1.04, 3.69)  -0.63
N (-4.92, 2.56, 2.08)  -0.59
C (-3.72, 2.31, 1.32)  -0.42
H (-7.43, 2.73, 3.15)  0.22
H (-6.10, 3.49, 4.10)  0.23
H (-6.99, 2.10, 4.62)  0.24
H (-5.54, 3.25, 1.67)  0.38
H (-3.13, 1.50, 1.75)  0.25
H (-3.04, 3.16, 1.26)  0.21
H (-4.09, 2.02, 0.34)  0.19

Output
Calculated total energy = -1205.75650 a.u.
Total charge = -1
Kohn-Sham gap = 5.86 eV
Energy relative to the best compared isomer or geometry (same formula, charge and spin) = 88.39 kcal per mole
Highest occupied orbital energy = -3.4 eV



The highest highest occupied orbital energy belongs to which entry? C9H21ClN3O3